A 4-piece molecular cluster, C3H15NO3 overall at a distorted geometry, computed with wB97M-V/def2-TZVPD.

**⟨S²⟩**: 0.7505
**E_HOMO (spin up / spin down)**: 0.93 / -5.88 eV
**Frontier orbital gap (spin up / spin down)**: 2.77 / 9.38 eV
**Energy above the lowest of the compared OMol25 structures with the same formula, charge and spin**: 84.4 kJ/mol
**Net charge**: -1
**2S+1**: 2

Last column: Mulliken charge in e.
Atoms and positions in Å:
H1 0.65755 -1.32182 -1.96277  0.340
C1 -0.04704 0.95642 -0.11681  1.642
N1 0.69405 0.65491 -1.37985  -1.661
O1 0.31103 -2.28458 -2.09511  -0.832
H2 0.45844 -2.82336 -0.30724  0.465
H3 -1.96162 0.64521 0.69683  0.398
H4 -0.86774 -0.90873 3.09010  0.327
H5 0.21532 0.09433 0.51287  -0.615
O2 0.03787 -0.85384 2.79393  -0.706
H6 -1.76635 1.93552 -0.43944  0.576
H7 1.50507 1.30411 -1.40785  0.479
C2 0.40781 2.16096 0.67525  -1.996
H8 -0.05073 -1.99448 -2.96892  0.484
H9 0.25542 3.14109 0.30066  0.573
H10 -1.81937 0.41604 -1.02684  0.521
H11 0.11780 -1.50577 1.99810  0.370
O3 0.40352 -2.82196 0.72449  -1.297
H12 1.49747 2.18065 0.84215  0.431
C3 -1.49468 1.02061 -0.21736  -2.063
H13 1.36115 -2.92906 0.92213  0.348
H14 0.21021 0.79575 -2.25054  0.813
H15 -0.12518 2.13796 1.61620  0.404